1.
Density functional theory data (the ωB97M-V functional and the def2-TZVPD basis) for a 2-piece molecular cluster, C5H14S overall at a distorted geometry.

Summary:
- HOMO level (alpha / beta) (eV) = -14.25 / -14.25
- DFT total energy (a.u.) = -596.74611
- molar mass (g mol⁻¹) = 106.2
- multiplicity = 2
- net charge = +1

Each line ends with the Mulliken charge.
Geometry (Å):
C1 -0.076337 3.151046 2.319217  -0.87
C2 1.040214 2.157946 2.594200  -0.62
H1 -1.069107 2.685310 2.390467  0.25
H2 -0.164654 3.888302 3.103747  0.35
H3 0.012800 3.588149 1.332243  0.26
H4 1.182963 1.568507 1.690581  0.06
H5 0.798550 1.416853 3.367616  0.25
H6 1.933100 2.615966 3.019862  0.32
C3 -0.322193 -1.720864 -0.134367  -0.47
C4 -0.945509 -0.750956 0.864597  -0.88
C5 1.157191 -0.662048 -2.319236  -0.76
S1 -0.481267 -1.217509 -1.871976  0.37
H7 0.724060 -1.896772 0.085971  0.39
H8 -0.840726 -2.679367 -0.253848  0.41
H9 -0.463475 -0.963961 1.821221  0.32
H10 -2.012386 -0.815110 1.086205  0.35
H11 1.291310 0.263999 -1.780404  0.35
H12 1.886162 -1.395549 -2.004800  0.35
H13 1.110780 -0.503041 -3.396233  0.34
H14 -0.572075 0.208167 0.585140  0.23

Cartesian forces (eV/Å) of the 6 atoms listed first:
C -0.816 -0.519 0.641
C -0.406 -0.571 0.639
H 0.201 -0.258 -0.375
H 0.383 0.593 -0.042
H 0.068 0.391 0.022
H 0.749 0.052 -0.075


2.
Density functional theory data (the ωB97M-V functional and the def2-TZVPD basis) for an isolated ion of composition C5H15ClNOSi and charge +1 at a distorted geometry.

Summary:
- HOMO level (alpha / beta) (eV) = -7.41 / -15.04
- DFT total energy (a.u.) = -1078.67894
- molar mass (g mol⁻¹) = 168.7
- multiplicity = 3
- net charge = +1

Each line ends with the Mulliken charge.
Geometry (Å):
C1 1.638140 1.537469 1.424680  -1.25
C2 0.760364 -1.055960 -1.240977  -1.16
C3 -2.081868 -1.850908 0.711360  -1.17
C4 -0.650249 0.716571 -0.489024  -0.93
C5 1.772777 0.698906 0.210803  -0.18
N1 0.459690 -0.080232 -0.173545  0.69
O1 2.189886 1.430979 -0.924002  -0.42
Si1 -2.358739 -0.338066 -0.424760  0.54
Cl1 -3.657329 1.058074 0.295352  -0.10
H1 1.044639 2.412005 1.429930  0.38
H2 1.125374 0.929098 2.268586  0.38
H3 2.567670 1.741634 2.035263  0.36
H4 1.110392 -0.573704 -2.175757  0.36
H5 1.529844 -1.713061 -0.930851  0.43
H6 -0.129652 -1.736229 -1.606166  0.35
H7 -1.922757 -1.487361 1.654358  0.41
H8 -2.763731 -2.680517 0.783305  0.42
H9 -1.116393 -2.192248 0.267841  0.28
H10 -0.919777 1.559389 0.152241  0.35
H11 -0.528254 0.884569 -1.576872  0.41
H12 2.528658 -0.020020 0.375559  0.36
H13 0.229182 -0.681594 0.703530  0.27
H14 1.800982 2.295055 -1.083098  0.31
H15 -2.628839 -0.853843 -1.687762  -0.09

Cartesian forces (eV/Å) of the 6 atoms listed first:
C -0.294 -1.724 4.181
C -1.270 -0.871 -2.743
C 0.946 -1.607 -1.511
C 0.209 1.488 -1.322
C -0.099 2.870 -1.380
N 1.662 -0.639 -0.095